1.
Entry from the Open Molecules 2025 dataset: a cluster of 9 separate species, C44H105ClN7O12 in total at a distorted geometry (ωB97M-V with the def2-TZVPD basis set).

Atoms and positions in Å:
Cl: 20.031 -8.320 -18.896
O: 19.375 -7.070 -19.244
O: 20.558 -8.917 -20.093
O: 21.100 -8.096 -17.944
O: 19.016 -9.124 -18.255
C: 22.921 -4.220 -15.279
C: 22.539 -5.619 -14.791
C: 23.050 -5.816 -13.365
C: 22.426 -7.029 -12.704
C: 20.932 -6.806 -12.683
C: 20.303 -6.677 -14.067
N: 21.085 -5.720 -14.848
O: 20.598 -5.692 -16.176
C: 20.194 -8.068 -14.731
C: 18.900 -6.108 -13.903
C: 23.259 -6.642 -15.712
H: 22.354 -3.470 -14.718
H: 22.690 -4.051 -16.329
H: 23.979 -4.018 -15.081
H: 24.136 -5.930 -13.440
H: 22.874 -4.927 -12.754
H: 22.823 -7.163 -11.693
H: 22.683 -7.966 -13.213
H: 20.723 -5.883 -12.126
H: 20.380 -7.566 -12.120
H: 20.134 -8.862 -13.980
H: 19.327 -8.146 -15.384
H: 21.078 -8.347 -15.302
H: 18.845 -5.373 -13.102
H: 18.561 -5.637 -14.830
H: 18.167 -6.910 -13.760
H: 22.836 -7.641 -15.598
H: 24.333 -6.720 -15.534
H: 23.138 -6.414 -16.777
H: 21.095 -6.404 -16.615
C: 13.563 -9.708 -21.396
C: 13.594 -10.360 -20.004
C: 15.020 -10.303 -19.450
C: 15.374 -8.920 -18.931
C: 14.375 -8.468 -17.879
C: 12.933 -8.515 -18.380
N: 12.670 -9.793 -19.034
O: 11.335 -9.829 -19.504
C: 12.026 -8.456 -17.136
C: 12.618 -7.271 -19.216
C: 13.232 -11.849 -20.196
H: 12.544 -9.625 -21.781
H: 14.190 -10.236 -22.116
H: 13.939 -8.682 -21.362
H: 15.140 -11.010 -18.625
H: 15.709 -10.570 -20.253
H: 15.554 -8.199 -19.738
H: 16.379 -8.924 -18.488
H: 14.638 -7.447 -17.586
H: 14.530 -9.016 -16.944
H: 11.949 -9.432 -16.659
H: 12.403 -7.739 -16.399
H: 11.027 -8.075 -17.367
H: 12.993 -6.374 -18.717
H: 13.094 -7.261 -20.197
H: 11.546 -7.159 -19.377
H: 13.186 -12.326 -19.216
H: 13.909 -12.337 -20.892
H: 12.229 -11.893 -20.633
H: 10.913 -10.498 -18.957
C: 17.776 -9.210 -22.774
C: 18.757 -9.163 -23.944
C: 20.161 -8.947 -23.387
C: 21.266 -9.163 -24.396
C: 21.111 -10.526 -25.085
C: 19.702 -10.888 -25.603
N: 18.739 -10.460 -24.606
O: 17.413 -10.847 -24.962
C: 19.522 -10.260 -26.997
C: 19.629 -12.405 -25.721
C: 18.349 -8.002 -24.860
H: 16.754 -9.013 -23.087
H: 18.068 -8.495 -22.002
H: 17.847 -10.201 -22.315
H: 20.173 -7.991 -22.863
H: 20.298 -9.720 -22.617
H: 22.242 -9.156 -23.911
H: 21.264 -8.390 -25.172
H: 21.422 -11.320 -24.394
H: 21.820 -10.595 -25.915
H: 20.222 -10.719 -27.695
H: 18.496 -10.408 -27.341
H: 19.718 -9.192 -26.962
H: 19.822 -12.847 -24.741
H: 18.654 -12.759 -26.057
H: 20.368 -12.775 -26.434
H: 17.435 -8.221 -25.427
H: 19.058 -7.875 -25.687
H: 18.243 -7.033 -24.374
H: 17.268 -11.615 -24.402
C: 16.852 -5.191 -17.380
O: 18.169 -4.850 -17.705
H: 16.268 -5.482 -18.265
H: 16.846 -6.029 -16.668
H: 16.366 -4.328 -16.927
H: 18.634 -5.558 -18.170
C: 22.118 -5.098 -19.996
C: 22.611 -4.532 -21.306
C: 21.931 -5.259 -22.450
O: 22.377 -4.728 -23.678
C: 21.617 -5.182 -24.760
N: 22.348 -3.097 -21.406
H: 22.435 -4.538 -19.118
H: 22.455 -6.136 -19.884
H: 21.028 -5.168 -20.005
H: 23.686 -4.760 -21.404
H: 20.841 -5.159 -22.322
H: 22.144 -6.334 -22.362
H: 21.495 -6.273 -24.727
H: 22.152 -4.956 -25.683
H: 20.628 -4.712 -24.788
H: 22.458 -2.837 -22.382
H: 23.054 -2.591 -20.885
C: 18.987 -13.109 -19.716
C: 19.829 -12.230 -20.624
C: 21.221 -12.049 -20.089
O: 21.899 -13.291 -20.027
C: 23.041 -13.215 -19.218
N: 19.878 -12.868 -21.973
H: 18.842 -12.612 -18.754
H: 19.458 -14.076 -19.543
H: 18.011 -13.278 -20.177
H: 19.349 -11.246 -20.675
H: 21.188 -11.593 -19.089
H: 21.807 -11.353 -20.712
H: 22.751 -12.973 -18.187
H: 23.732 -12.454 -19.602
H: 23.509 -14.197 -19.208
H: 20.281 -12.179 -22.614
H: 18.910 -12.867 -22.302
C: 21.035 -11.000 -12.039
C: 21.839 -11.978 -12.907
C: 21.878 -11.521 -14.345
O: 20.579 -11.517 -14.867
C: 20.508 -11.461 -16.269
N: 23.232 -12.134 -12.430
H: 19.960 -11.177 -12.125
H: 21.271 -9.967 -12.304
H: 21.255 -11.110 -10.972
H: 21.406 -12.975 -12.798
H: 22.583 -12.124 -14.935
H: 22.318 -10.503 -14.380
H: 20.895 -12.388 -16.732
H: 21.141 -10.673 -16.702
H: 19.471 -11.367 -16.572
H: 23.194 -12.528 -11.495
H: 23.669 -11.225 -12.301
C: 25.592 -9.675 -15.015
C: 24.879 -9.948 -16.337
C: 25.496 -9.131 -17.471
O: 25.156 -9.538 -18.770
C: 23.813 -9.225 -19.127
N: 24.903 -11.403 -16.598
H: 25.820 -8.614 -14.894
H: 26.509 -10.264 -14.961
H: 24.931 -9.958 -14.201
H: 23.831 -9.651 -16.222
H: 26.589 -9.180 -17.394
H: 25.221 -8.074 -17.321
H: 23.739 -9.435 -20.197
H: 23.577 -8.166 -19.004
H: 23.063 -9.863 -18.652
H: 25.881 -11.660 -16.723
H: 24.494 -11.544 -17.516

Cartesian forces, eV/Å:
-1.36 0.81 0.77
0.61 0.19 -0.17
0.10 -0.36 0.02
0.27 0.15 -0.25
0.40 -0.74 -0.36
-0.06 0.50 0.51
0.46 -0.07 -0.84
0.35 -0.19 -0.10
0.07 -0.29 0.29
-0.43 0.20 0.64
0.20 -0.57 -0.10
-0.44 0.74 0.48
0.82 -0.07 0.24
0.34 -0.42 0.19
-0.66 -0.05 -0.58
-0.36 -0.44 -0.33
-0.02 -0.13 0.03
0.07 -0.21 -0.08
0.03 -0.14 -0.23
-0.01 0.07 0.07
-0.21 0.01 -0.05
-0.10 0.15 0.05
-0.04 0.14 -0.26
0.20 0.07 -0.12
0.14 -0.18 -0.17
-0.36 0.14 0.06
0.08 0.02 -0.14
-0.09 0.19 -0.21
-0.04 -0.01 0.04
0.31 0.10 0.00
0.16 0.02 0.47
0.16 -0.02 0.14
-0.02 0.23 0.19
-0.03 0.19 0.10
-0.52 -0.14 -0.41
-0.16 0.85 0.06
0.36 -0.79 -1.00
0.05 0.61 0.19
1.07 0.06 0.26
0.73 0.36 -0.35
-0.46 0.53 0.85
0.42 -0.46 0.72
-0.11 0.20 -0.34
-0.33 0.47 0.18
0.15 0.30 -0.55
-0.82 0.73 0.12
0.01 -0.25 0.02
-0.07 -0.20 0.06
0.12 -0.11 0.03
-0.09 -0.12 -0.10
-0.01 -0.22 0.04
-0.70 0.03 -0.08
-0.14 -0.31 0.13
-0.33 0.10 -0.12
-0.29 -0.48 -0.24
0.05 -0.02 0.00
0.26 -0.11 -0.09
-0.02 -0.35 -0.16
-0.16 -0.06 0.19
0.03 -0.18 0.06
0.01 -0.07 0.01
0.24 -0.23 -0.10
0.22 -0.09 0.18
0.07 -0.15 -0.01
0.03 0.00 0.04
0.27 -0.29 0.36
-0.36 0.76 -0.32
-0.06 -0.82 0.51
-0.21 -0.11 -0.74
0.21 -0.34 0.40
0.54 0.57 -0.55
-0.04 -0.78 0.77
0.20 0.28 -0.28
-0.33 0.01 0.24
-0.12 -0.28 0.11
0.12 -0.04 -1.40
-0.07 -0.08 -0.01
-0.06 0.12 -0.10
-0.16 0.05 0.04
0.24 0.08 -0.13
-0.05 0.23 0.12
0.02 0.22 0.02
0.05 0.07 0.13
-0.08 0.17 0.12
-0.10 0.00 -0.08
-0.06 -0.02 -0.09
0.06 -0.02 -0.10
0.06 0.03 -0.13
0.06 -0.11 -0.08
-0.03 0.17 -0.08
0.09 0.05 0.07
-0.20 -0.08 0.53
0.24 0.18 0.40
-0.02 -0.13 0.31
-0.16 0.01 0.02
0.18 -0.65 -0.22
0.13 0.81 -0.08
-0.03 -0.02 0.06
-0.26 0.05 0.01
0.09 0.05 0.06
-0.20 -0.29 0.11
-0.40 -0.68 0.04
0.48 -0.13 -0.10
-0.31 -0.04 0.61
0.16 0.05 0.09
-0.05 -0.35 -0.35
-0.01 -0.08 -0.23
0.05 0.13 -0.07
0.11 0.10 0.07
0.01 0.25 0.19
-0.01 0.13 0.00
0.04 0.20 -0.25
0.11 0.03 -0.19
-0.10 0.07 0.06
-0.01 0.17 0.06
-0.03 -0.04 0.03
0.03 0.11 0.07
-0.10 0.06 0.06
-0.05 0.05 0.11
-0.31 -0.52 -0.46
0.64 0.24 0.09
-0.27 -0.16 -0.03
-0.28 0.06 0.09
-0.39 0.83 -0.08
-0.08 -0.03 -0.02
0.07 -0.01 -0.08
-0.05 0.00 0.11
0.21 0.11 0.11
-0.18 -0.02 -0.05
-0.14 0.00 -0.06
0.17 0.13 0.03
0.16 -0.06 0.11
0.13 0.01 -0.11
0.24 -0.17 0.15
0.08 -0.31 0.09
-0.24 -0.16 0.20
0.49 0.21 0.99
0.54 0.09 -0.38
-0.37 -0.04 0.16
0.73 -0.57 -0.57
-0.09 0.09 0.05
0.03 0.24 -0.29
-0.11 0.01 -0.06
0.19 -0.18 -0.10
-0.15 0.02 -0.41
-0.27 -0.25 0.05
-0.18 0.00 0.07
-0.10 -0.05 0.29
-0.38 0.34 0.19
-0.03 0.36 0.07
0.05 -0.06 -0.06
-0.06 0.05 -0.17
-0.35 0.17 -0.26
-0.16 -0.46 -0.01
0.28 0.54 0.32
-0.33 -0.04 0.07
0.20 -0.29 -0.91
0.12 0.52 -0.06
0.10 -0.03 -0.05
0.07 0.08 0.08
0.09 -0.17 0.19
0.01 -0.10 -0.10
-0.04 -0.15 -0.11
0.01 -0.05 -0.05
0.02 0.01 0.04
-0.01 -0.04 0.38
0.06 0.19 0.37
-0.06 -0.12 0.09
-0.08 -0.10 -0.03

Properties
frontier orbital gap = 8.08 eV
highest occupied orbital energy = -0.216 hartree
relative energy (zero: lowest compared OMol25 entry of this formula, charge and spin) = 0.0 kcal per mole
E_tot = -94845.048 eV
total charge = -1

Mulliken atomic charge list, values in e, 6 entries:
1 Cl 0.343
2 O -0.583
3 O 0.105
4 O 0.067
5 O -0.631
6 C -2.072

2.
Entry from the Open Molecules 2025 dataset: a cluster of 2 separate species, C3H8FN2 in total at a distorted geometry (ωB97M-V with the def2-TZVPD basis set).

Atoms and positions in Å:
C: -0.300 0.250 -0.481
C: 0.175 0.555 -1.833
C: 0.504 -0.879 1.642
N: -1.552 0.499 -0.117
N: 0.576 -0.363 0.334
F: -0.573 -0.593 2.332
H: 1.105 -0.039 -2.075
H: 0.590 1.498 -2.071
H: -0.638 0.366 -2.393
H: 0.916 -1.893 1.832
H: 1.787 0.055 3.016
H: -2.114 0.686 -0.925
H: -2.033 0.320 0.741
H: 1.557 -0.462 -0.003

Cartesian forces, eV/Å:
0.94 -0.58 2.72
3.42 -1.00 1.18
1.98 0.25 1.99
0.76 0.01 -1.64
1.08 0.06 -0.26
-1.09 0.03 -0.32
-1.49 -0.16 0.06
-0.30 1.71 0.48
-2.29 -0.74 -2.90
-0.39 0.85 -0.45
-0.94 -0.80 -1.54
-0.69 0.47 0.09
0.29 -0.29 0.54
-1.26 0.19 0.04

Properties
frontier orbital gap (spin up / spin down) = 8.54 / 9.07 eV
highest occupied orbital energy (spin up / spin down) = -0.479 / -0.512 hartree
relative energy (zero: lowest compared OMol25 entry of this formula, charge and spin) = 105.3 kcal per mole
E_tot = -8927.768 eV
total charge = +1

Mulliken atomic charge list, values in e, 6 entries:
1 C 0.894
2 C -1.176
3 C -0.325
4 N -0.333
5 N -0.122
6 F -0.184